Here is an isolated molecule of C5H2O at a distorted geometry from OMol25. Energies are from wB97M-V/def2-TZVPD.

Values from the calculation:
HOMO-LUMO gap = 9.05 eV
E = -7257.384 eV
ΔE to the lowest compared entry with this formula, charge and spin = 3.1238 eV
Lowest unoccupied orbital energy = -0.7 eV

```
8
Properties=species:S:1:pos:R:3:lowdin_charge:R:1
O -1.91 -1.34 0.13 0.078
C -1.65 -0.23 0.51 -0.266
C -0.40 0.50 0.49 -0.010
C 0.28 1.50 0.07 0.042
C 1.24 0.47 -0.32 -0.188
C 1.83 -0.55 -0.01 0.153
H -2.39 0.49 0.90 0.139
H 2.43 -1.21 0.55 0.053
```